DFT (wB97M-V/def2-TZVPD) results for a structure of composition C29H28ClFeN6O9S2.

Structure (ORCA input):
```
! wB97M-V def2-TZVPD RIJCOSX def2/J DEFGRID3
* xyz -1 5
Fe 1.17 0.72 -0.33
O 3.25 -0.88 -2.42
S 2.88 0.49 -2.17
O 3.33 1.41 -3.19
O 3.21 0.97 -0.80
O 1.32 0.62 -2.11
C -0.34 1.08 -5.85
C 0.02 2.03 -4.77
N 0.79 3.06 -4.89
N 0.85 3.60 -3.65
C 0.12 2.90 -2.75
S -0.09 3.27 -1.15
N -0.47 1.92 -3.50
N -1.30 0.93 -3.00
H 0.18 1.37 -6.76
H -1.42 1.08 -6.03
H -0.03 0.08 -5.56
H 1.57 4.27 -3.43
H -1.69 0.42 -3.78
H -0.74 0.25 -2.45
Cl -4.67 0.51 -1.65
C -3.36 -0.13 -0.74
C -3.36 -1.46 -0.36
C -2.29 -1.91 0.40
C -1.28 -1.02 0.72
N -1.27 0.24 0.31
C -2.29 0.69 -0.40
H -4.16 -2.13 -0.65
H -2.23 -2.94 0.71
H -0.43 -1.32 1.32
H -2.25 1.72 -0.70
C -4.70 1.92 1.92
O -3.33 2.08 2.17
C -2.66 1.05 2.80
C -3.24 -0.14 3.18
C -2.50 -1.10 3.86
C -1.17 -0.86 4.15
C -0.57 0.33 3.78
C -1.30 1.31 3.09
N -0.81 2.54 2.76
C 0.37 3.14 3.08
C 1.66 2.56 3.18
C 2.63 3.12 4.02
C 3.88 2.57 4.15
C 4.24 1.46 3.39
C 3.34 0.92 2.49
C 2.06 1.45 2.34
O 1.23 1.02 1.42
H -5.01 2.85 1.44
H -5.26 1.78 2.85
H -4.90 1.09 1.23
H -4.28 -0.34 2.96
H -2.97 -2.03 4.16
H -0.59 -1.60 4.68
H 0.46 0.52 4.02
H -1.50 3.12 2.30
H 0.28 4.20 3.30
H 2.35 3.99 4.60
H 4.60 3.02 4.83
H 5.23 1.03 3.49
H 3.61 0.11 1.82
O 1.15 -3.46 -3.78
C 1.46 -4.07 -2.61
C 2.04 -5.34 -2.61
C 2.33 -5.99 -1.42
C 2.06 -5.37 -0.21
C 1.52 -4.10 -0.21
C 1.22 -3.43 -1.39
C 0.73 -2.01 -1.26
O -0.18 -1.57 -1.96
O 1.31 -1.39 -0.32
H 1.54 -3.96 -4.51
H 2.27 -5.81 -3.55
H 2.76 -6.98 -1.45
H 2.28 -5.87 0.72
H 1.35 -3.57 0.72
*
```

Output
* largest force on an atom: 2.7 eV/A
* LUMO energy (alpha / beta): 1.35 / 2.34 eV
* relative energy (zero: lowest compared OMol25 entry of this formula, charge and spin): 17.38 kcal/mol
* orbital gap (alpha / beta): 4.7 / 7.6 eV

Results of the Mulliken charge analysis, in e, for atoms 1 through 5: number 1, Fe, carries 0.492; number 2, O, carries -0.640; number 3, S, carries 1.084; number 4, O, carries -0.736; number 5, O, carries -0.499

---

DFT (wB97M-V/def2-TZVPD) results for the molecule C3H6N4O2.

Structure (ORCA input):
```
! wB97M-V def2-TZVPD RIJCOSX def2/J DEFGRID3
* xyz 0 1
C -0.45 0.34 0.15
C 1.24 -1.08 -0.43
C 0.91 -0.14 -1.63
H 0.60 -0.61 1.66
H 0.82 -2.05 -0.62
H 2.25 -1.08 -0.13
H 1.07 -0.44 -2.63
H 1.59 0.70 -1.47
H -0.76 0.97 -1.73
N -1.85 0.92 1.89
N -1.23 1.17 0.70
N 0.46 -0.49 0.67
N -0.40 0.20 -1.23
O -1.65 -0.16 2.47
O -2.58 1.75 2.30
*
```

Output
* largest force on an atom: 3.5 eV/A
* LUMO energy: 0.56 eV
* relative energy (zero: lowest compared OMol25 entry of this formula, charge and spin): 98.80 kcal/mol
* orbital gap: 10.3 eV
* SMILES: O=[N+]([O-])N=C1NCCN1

Results of the Mulliken charge analysis, in e, for atoms 1 through 5: number 1, C, carries 0.360; number 2, C, carries -0.501; number 3, C, carries -0.493; number 4, H, carries 0.204; number 5, H, carries 0.256

---

DFT (wB97M-V/def2-TZVPD) results for a structure of composition C31H20AuIN4O5SSe.

Structure (ORCA input):
```
! wB97M-V def2-TZVPD RIJCOSX def2/J DEFGRID3
* xyz 0 3
Au -0.59 0.09 0.52
C 3.68 0.25 -1.10
C 2.32 -0.02 -0.93
N 1.76 -0.16 0.25
C 2.53 -0.05 1.37
C 3.90 0.20 1.29
C 4.47 0.37 0.01
C 4.68 0.32 2.48
C 4.12 0.16 3.69
C 2.73 -0.12 3.82
C 2.11 -0.33 5.07
C 0.76 -0.60 5.12
C 0.04 -0.62 3.93
N 0.59 -0.42 2.75
C 1.92 -0.20 2.67
H 4.09 0.38 -2.10
H 1.67 -0.13 -1.79
H 5.52 0.62 -0.08
H 5.74 0.55 2.39
H 4.72 0.24 4.60
H 2.70 -0.30 5.97
H 0.27 -0.79 6.06
H -1.03 -0.81 3.93
Se -2.98 0.01 1.60
C -4.18 -0.11 0.12
C -4.78 1.02 -0.42
C -5.66 0.85 -1.47
N -5.97 -0.33 -2.00
C -5.40 -1.40 -1.47
C -4.51 -1.36 -0.40
H -4.56 2.00 -0.02
H -6.14 1.72 -1.92
H -5.67 -2.36 -1.91
H -4.06 -2.26 0.01
O -2.56 2.77 1.37
C -1.47 3.07 0.89
N -0.49 2.22 0.47
S 0.81 3.04 -0.14
O 1.95 2.92 0.73
O 0.99 2.71 -1.52
C 0.12 4.65 0.08
C 0.67 5.88 -0.21
C -0.07 7.00 0.16
C -1.30 6.87 0.80
C -1.83 5.61 1.07
C -1.09 4.50 0.70
H 1.63 5.97 -0.70
H 0.32 7.99 -0.05
H -1.85 7.75 1.09
H -2.79 5.49 1.56
I 0.23 -8.90 -0.58
C -0.28 -6.91 -0.16
C -1.56 -6.61 0.28
C -1.89 -5.30 0.55
C -0.96 -4.28 0.36
C 0.32 -4.60 -0.08
C 0.67 -5.91 -0.33
C -1.36 -2.85 0.62
O -2.35 -2.63 1.33
O -0.59 -1.98 0.07
H -2.29 -7.40 0.40
H -2.88 -5.04 0.91
H 1.03 -3.80 -0.23
H 1.67 -6.16 -0.65
*
```

Output
* largest force on an atom: 0.5 eV/A
* LUMO energy (alpha / beta): -0.35 / -1.40 eV
* relative energy (zero: lowest compared OMol25 entry of this formula, charge and spin): 0.00 kcal/mol
* orbital gap (alpha / beta): 7.5 / 7.3 eV

Results of the Mulliken charge analysis, in e, for atoms 1 through 5: number 1, Au, carries 0.963; number 2, C, carries -0.721; number 3, C, carries -0.725; number 4, N, carries 0.231; number 5, C, carries -0.169

---

Look up the relative energy (zero: lowest compared OMol25 entry of this formula, charge and spin) of the first one. 17.38 kcal/mol